Molecular formula: C36H40N5O5ReS2Si
Method: DFT, ωB97M-V/def2-TZVPD

Output
**LUMO (spin up / spin down)**: -5.71 / -6.47 eV
**Frontier orbital gap (spin up / spin down)**: 2.4756 / 1.7136 eV

```
! RIJCOSX wB97M-V def2-TZVPD def2/J DEFGRID3
* xyz 1 4
Re -0.23 0.84 -0.10
C -0.21 -1.23 -0.49
Si 0.43 -1.44 -2.21
C -0.85 -0.46 -3.17
N -0.97 0.89 -2.54
C -0.50 1.96 -3.48
C -1.13 3.35 -3.32
C -2.54 3.58 -3.93
C -4.20 1.56 -3.48
C -3.61 0.65 -2.40
C 2.05 -0.52 -2.38
C 2.52 0.30 -1.36
C 3.68 1.05 -1.46
C 4.41 0.99 -2.63
C 3.98 0.18 -3.67
C 2.81 -0.56 -3.55
C 0.52 -3.18 -2.87
C 1.73 -3.81 -3.19
C 1.74 -5.09 -3.73
C 0.55 -5.76 -3.95
C -0.66 -5.16 -3.63
C -0.67 -3.88 -3.09
H 0.48 -1.72 0.21
H -1.19 -1.71 -0.39
H -1.80 -0.99 -3.16
H -0.57 -0.36 -4.22
H -0.69 1.62 -4.50
H 0.59 2.03 -3.37
H -0.47 4.02 -3.87
H -1.08 3.69 -2.28
H -2.54 3.19 -4.95
H -2.65 4.66 -4.03
H -3.84 1.28 -4.47
H -5.29 1.44 -3.51
H -3.56 -0.39 -2.74
H -4.26 0.66 -1.52
H 1.98 0.33 -0.40
H 4.00 1.68 -0.63
H 5.33 1.56 -2.72
H 4.55 0.13 -4.59
H 2.49 -1.17 -4.39
H 2.67 -3.30 -3.01
H 2.68 -5.56 -3.97
H 0.56 -6.76 -4.38
H -1.59 -5.69 -3.79
H -1.62 -3.43 -2.84
O -2.12 3.84 1.90
C -1.68 3.12 1.04
O -0.45 2.76 0.82
C -2.56 2.56 -0.07
C -3.61 3.41 -0.63
C -4.11 3.61 -1.87
C -3.88 3.07 -3.28
C -2.29 1.26 -2.00
N -2.06 1.48 -0.57
H -3.96 4.10 0.14
H -4.82 4.44 -1.86
H -4.63 3.59 -3.89
H -2.39 2.27 -2.31
C 2.26 -2.84 2.53
S 2.97 -1.35 1.80
C 4.49 -2.02 1.13
H 2.11 -3.61 1.78
H 1.30 -2.57 2.96
H 2.90 -3.21 3.33
H 5.02 -2.59 1.89
H 5.12 -1.18 0.83
H 4.30 -2.65 0.26
O 2.75 2.30 8.17
S 1.87 1.65 9.10
O 2.52 0.91 10.15
O 0.86 2.58 9.63
C 0.77 0.45 8.15
N 0.19 -0.47 8.89
C -0.54 -1.35 8.20
C -0.67 -1.27 6.82
C -0.03 -0.23 6.18
N 0.71 0.65 6.86
C -0.08 -0.02 4.70
C -1.02 -0.66 3.89
C -1.01 -0.43 2.53
N -0.13 0.40 1.96
C 0.77 1.03 2.73
C 0.83 0.83 4.10
H -1.03 -2.13 8.77
H -1.26 -2.01 6.29
H -1.76 -1.33 4.30
H -1.72 -0.91 1.87
H 1.45 1.71 2.23
H 1.56 1.36 4.69
*
```

=====

Molecular formula: C36H40N6O4SSn
Method: DFT, ωB97M-V/def2-TZVPD

Output
**LUMO**: 0.12 eV
**Frontier orbital gap**: 7.3829 eV

```
! RIJCOSX wB97M-V def2-TZVPD def2/J DEFGRID3
* xyz 0 1
Sn -0.62 -0.52 0.02
C 2.09 1.47 -2.69
C 0.78 1.58 -3.48
C -0.44 0.91 -2.83
N -0.55 1.19 -1.40
C -0.79 2.42 -0.97
C -1.25 3.43 -1.85
C -1.42 4.79 -1.69
C -1.11 5.61 -0.61
C -0.65 5.16 0.61
C -0.48 3.88 1.09
C -0.66 2.60 0.49
N -0.62 1.48 1.18
C -0.58 1.53 2.64
C 0.82 1.79 3.22
C 1.57 0.54 3.67
N 2.04 -0.30 2.58
C 2.98 0.10 1.66
C 3.84 1.11 1.97
C 5.03 1.52 1.30
C 5.80 0.83 0.42
C 5.50 -0.48 -0.07
C 4.30 -1.08 -0.10
C 3.01 -0.52 0.31
N 1.95 -0.53 -0.42
C 2.08 -0.98 -1.81
C 2.76 0.09 -2.68
H 1.91 1.79 -1.66
H 2.80 2.18 -3.12
H 0.92 1.14 -4.47
H 0.57 2.64 -3.63
H -0.39 -0.16 -2.95
H -1.34 1.22 -3.38
H -1.53 3.06 -2.83
H -1.83 5.30 -2.56
H -1.23 6.67 -0.74
H -0.41 5.94 1.33
H -0.14 3.84 2.12
H -0.96 0.58 3.00
H -1.27 2.30 3.00
H 0.75 2.47 4.08
H 1.43 2.30 2.47
H 0.91 -0.10 4.27
H 2.42 0.80 4.30
H 3.62 1.69 2.85
H 5.43 2.48 1.63
H 6.75 1.26 0.13
H 6.33 -1.03 -0.51
H 4.23 -2.06 -0.56
H 1.08 -1.21 -2.18
H 2.63 -1.91 -1.89
H 2.82 -0.30 -3.70
H 3.78 0.22 -2.32
C -1.16 -8.60 -4.50
C -1.02 -7.38 -3.64
C 0.13 -6.58 -3.70
C 0.24 -5.43 -2.94
C -0.80 -5.07 -2.10
C -1.94 -5.85 -2.01
C -2.04 -7.00 -2.78
S -0.69 -3.53 -1.21
O -1.71 -3.57 -0.19
O 0.69 -3.43 -0.76
N -0.94 -2.42 -2.29
C -2.22 -1.94 -2.51
C -2.91 -2.27 -3.69
C -4.14 -1.70 -3.92
C -4.68 -0.82 -3.00
C -3.94 -0.53 -1.87
N -2.74 -1.07 -1.63
H -0.18 -8.96 -4.83
H -1.75 -8.38 -5.39
H -1.66 -9.41 -3.97
H 0.94 -6.88 -4.36
H 1.12 -4.81 -2.99
H -2.73 -5.55 -1.33
H -2.93 -7.61 -2.70
H -2.45 -2.96 -4.37
H -4.69 -1.95 -4.83
H -5.65 -0.36 -3.15
H -4.30 0.17 -1.12
C 2.63 -3.02 2.72
C 1.22 -2.53 2.60
O 0.23 -3.16 2.77
O 1.04 -1.19 2.19
H 2.60 -4.02 3.13
H 3.23 -2.37 3.35
H 3.08 -3.06 1.72
*
```